(1)
DFT (ωB97M-V/def2-TZVPD) results for C6H6OS in the gas phase.

Calculated values
Net charge: 0
Calculated total energy, Ha: -705.6109
E_LUMO, eV: 0.701

Cartesian coordinates (Å):
O -2.1865 0.4596 2.3753
S -1.8838 1.5076 1.1631
C 1.3103 -0.7488 -1.1197
C 1.1795 -0.9998 0.2662
C 0.5271 0.2203 -1.7721
C 0.2516 -0.2572 0.9359
C -0.4203 0.8943 -1.0377
C -0.5405 0.6539 0.3335
H -1.7808 -0.4006 2.2556
H 2.1466 -1.1824 -1.7946
H 1.8986 -1.7312 0.7676
H 0.6255 0.4325 -2.8067
H 0.0314 -0.4369 1.9558
H -1.1585 1.5887 -1.5220



(2)
DFT (ωB97M-V/def2-TZVPD) results for a molecular structure, C21H12MnN4O2.

Calculated values
2S+1: 5
Net charge: +1
Calculated total energy, Ha: -2327.7034
E_LUMO (alpha / beta), eV: -4.717 / -4.713

Cartesian coordinates (Å):
Mn -1.5939 0.6626 0.6019
O -1.8073 -2.6506 2.9030
C -1.8766 -1.7770 2.0884
N -1.4325 -0.4661 2.1753
C -0.8452 0.0722 3.3103
O -0.5867 -0.4610 4.3498
C -0.5543 1.5397 3.0581
C -0.0970 2.3652 4.0613
C 0.0868 3.7126 3.7832
C -0.1866 4.1803 2.5049
C -0.6167 3.2903 1.5419
N -0.8052 1.9899 1.8113
C -2.5191 -1.9852 0.7302
C -3.1516 -3.1655 0.4069
C -3.7725 -3.2707 -0.8296
C -3.7211 -2.1935 -1.7042
C -3.0417 -1.0538 -1.3253
N -2.4565 -0.9429 -0.1238
H 0.0934 1.9340 5.0343
H 0.4397 4.3859 4.5526
H -0.0567 5.2216 2.2488
H -0.7958 3.6080 0.5232
H -3.1464 -3.9671 1.1323
H -4.2872 -4.1807 -1.1069
H -4.1880 -2.2374 -2.6772
H -2.9352 -0.2131 -1.9981
N 6.4957 -1.4141 -4.4462
C 5.5175 -1.0946 -3.9355
C 4.3039 -0.6905 -3.2935
C 3.0757 -1.1636 -3.7564
C 1.9091 -0.7859 -3.1256
C 1.9546 0.0721 -2.0196
C 3.1911 0.5525 -1.5671
C 4.3566 0.1741 -2.1986
C 0.7661 0.4358 -1.3352
C -0.2464 0.7353 -0.7226
H 3.0483 -1.8309 -4.6067
H 0.9519 -1.1439 -3.4784
H 3.2159 1.2200 -0.7169
H 5.3139 0.5361 -1.8505